[1]
Computed, not measured: C16H21N6O3ReS as an isolated structure at a distorted geometry, with ωB97M-V/def2-TZVPD.

```
48
Properties=species:S:1:pos:R:3:mulliken_spin:R:1
Re -1.390 -0.534 -1.197 2.6701
C 1.557 0.779 -4.158 -0.0008
C 0.484 0.608 -3.159 0.0394
N 0.139 -0.516 -2.561 -0.0509
N 0.777 -1.691 -2.849 0.0037
C 0.278 -2.876 -2.438 0.0100
N 0.865 -4.005 -2.758 0.0077
S -1.180 -2.882 -1.499 0.0823
C -0.376 1.730 -2.782 0.0462
C -0.347 2.986 -3.385 0.0074
C -1.302 3.936 -3.038 0.0242
C -2.259 3.612 -2.087 -0.0035
C -2.212 2.356 -1.495 0.0098
N -1.308 1.437 -1.831 -0.0133
H 2.188 -0.093 -4.311 0.0002
H 2.206 1.615 -3.889 0.0044
H 1.129 1.041 -5.130 0.0055
H 1.669 -1.646 -3.344 -0.0021
H 1.718 -4.062 -3.303 -0.0006
H 0.464 -4.890 -2.460 0.0024
H 0.393 3.223 -4.131 0.0021
H -1.318 4.898 -3.529 -0.0007
H -3.023 4.318 -1.795 0.0018
H -2.929 2.087 -0.730 0.0097
C 0.477 -3.037 3.068 -0.0012
C 1.178 -1.757 3.469 -0.0019
C 0.508 -0.467 2.930 -0.0086
C 1.287 0.765 3.451 -0.0023
C 0.703 2.106 3.069 0.0010
C -0.906 -0.419 3.539 -0.0061
O -1.087 -0.340 4.708 0.0095
N -2.000 -0.494 2.648 0.0329
C -1.867 -0.462 1.322 0.0300
O -2.777 -0.500 0.463 -0.0070
N -0.637 -0.386 0.749 0.0736
C 0.572 -0.488 1.396 0.0004
O 1.587 -0.596 0.764 0.0288
H 1.074 -3.892 3.381 0.0001
H 0.309 -3.095 1.992 -0.0007
H -0.485 -3.148 3.571 -0.0004
H 2.215 -1.777 3.111 -0.0001
H 1.230 -1.697 4.561 -0.0005
H 2.321 0.698 3.093 0.0002
H 1.342 0.700 4.544 -0.0007
H 0.560 2.206 1.993 -0.0006
H 1.364 2.897 3.414 0.0001
H -0.261 2.284 3.552 -0.0002
H -2.932 -0.531 3.070 -0.0012
```

Properties
HOMO energy (spin up / spin down) in eV: -18.6565 / -18.6483
Spin multiplicity: 4
DFT total energy in eV: -44954.22555
<S²>: 3.78
Frontier orbital gap (spin up / spin down) in Ha: 0.2271 / 0.2154
Net charge: +3
Strongest force on any atom in eV/A: 3.1
LUMO energy (spin up / spin down) in eV: -12.48 / -12.79


[2]
Computed, not measured: C16H21N6SSe3SnTe as an isolated structure, with ωB97M-V/def2-TZVPD.

```
49
Properties=species:S:1:pos:R:3:lowdin_charge:R:1
Sn -0.538 -0.085 -0.015 0.9078
N 2.065 3.113 1.949 0.0506
C 1.356 1.951 1.806 -0.8890
S -0.335 2.133 1.443 0.4773
N 1.994 0.838 1.989 -0.0034
N 1.274 -0.283 1.737 -0.0725
C 1.667 -1.385 2.278 -0.2146
C 2.940 -1.475 3.029 -0.1887
C 4.136 -1.151 2.394 -0.0299
C 5.327 -1.181 3.099 -0.0776
C 5.335 -1.522 4.445 -0.1022
C 4.147 -1.853 5.079 -0.0931
C 2.953 -1.838 4.372 -0.0330
C 0.778 -2.562 2.245 -0.2540
C 1.281 -3.853 2.391 -0.0119
C 0.396 -4.913 2.444 -0.0552
C -0.964 -4.656 2.365 -0.0638
C -1.373 -3.345 2.193 -0.1483
N -0.531 -2.320 2.140 0.0787
H 1.510 3.940 2.072 0.0593
H 2.936 3.053 2.451 0.0889
H 4.114 -0.902 1.341 0.0973
H 6.253 -0.926 2.598 0.1004
H 6.267 -1.532 4.996 0.0943
H 4.152 -2.115 6.130 0.0957
H 2.027 -2.089 4.875 0.1187
H 2.350 -4.011 2.412 0.1197
H 0.762 -5.927 2.540 0.1057
H -1.689 -5.456 2.410 0.0992
H -2.425 -3.101 2.086 0.1110
Se -2.176 -1.235 -2.697 -0.3292
Se -1.126 -3.085 -1.795 -0.4365
Te 1.099 -3.246 -2.913 0.1074
Se 2.739 -2.465 -1.197 -0.3586
N -1.356 2.072 -1.610 -0.0937
C -0.397 3.067 -2.090 -0.2894
C 0.685 2.441 -2.972 -0.1884
C 1.721 1.597 -2.225 -0.2425
N 1.167 0.346 -1.691 -0.1356
H -1.795 1.574 -2.380 0.0062
H -2.094 2.538 -1.091 0.0674
H 0.064 3.528 -1.213 0.0839
H -0.900 3.859 -2.661 0.1027
H 1.212 3.246 -3.488 0.1061
H 0.203 1.810 -3.727 0.1144
H 2.136 2.172 -1.392 0.1106
H 2.540 1.366 -2.916 0.1157
H 1.928 -0.254 -1.344 -0.1072
H 0.746 -0.186 -2.457 -0.0007
```

Properties
HOMO energy in eV: -3.1954
DFT total energy in eV: -245876.33842
Frontier orbital gap in Ha: 0.2038
Net charge: -1
Strongest force on any atom in eV/A: 1.0
LUMO energy in eV: 2.35


[3]
Computed, not measured: one molecule with the formula C16H21NO2S, with ωB97M-V/def2-TZVPD.

```
41
Properties=species:S:1:pos:R:3:nbo_charge:R:1
C -5.243 -2.590 -0.620 -0.6081
C -4.934 -1.143 -0.265 -0.2088
N -3.503 -0.946 -0.152 -0.6181
C -3.134 0.429 0.136 -0.2295
C -1.639 0.582 0.163 -0.0350
C -0.855 -0.325 0.858 -0.2102
C 0.521 -0.189 0.872 -0.2929
C 1.157 0.848 0.202 0.2810
O 2.526 1.006 0.181 -0.5253
C 3.333 0.118 0.916 -0.0926
C 3.368 -1.266 0.347 -0.2378
C 3.526 -2.450 0.998 -0.2582
C 3.534 -3.559 0.122 -0.2554
C 3.377 -3.196 -1.175 -0.4099
S 3.223 -1.494 -1.362 0.4547
C 0.372 1.785 -0.493 0.2461
O 0.812 2.837 -1.243 -0.5011
C 2.040 3.484 -0.963 -0.0598
C 2.056 4.139 0.414 -0.6381
C -1.011 1.622 -0.500 -0.2331
H -4.850 -2.833 -1.606 0.1984
H -6.317 -2.757 -0.625 0.2100
H -4.784 -3.254 0.107 0.2121
H -5.393 -0.471 -1.015 0.1550
H -5.375 -0.899 0.707 0.1834
H -3.048 -1.240 -1.013 0.3526
H -3.568 1.143 -0.588 0.1661
H -3.546 0.674 1.124 0.1955
H -1.323 -1.146 1.376 0.2253
H 1.105 -0.923 1.404 0.2240
H 4.334 0.567 0.861 0.2106
H 3.032 0.083 1.973 0.1912
H 3.634 -2.531 2.065 0.2212
H 3.646 -4.577 0.450 0.2243
H 3.339 -3.823 -2.043 0.2356
H 2.881 2.793 -1.068 0.1888
H 2.109 4.249 -1.743 0.1834
H 2.008 3.384 1.194 0.2112
H 1.204 4.806 0.521 0.2106
H 2.972 4.711 0.536 0.2132
H -1.585 2.349 -1.054 0.2198
```

Properties
HOMO energy in eV: -7.9819
DFT total energy in eV: -33352.10413
Relative energy (zero: lowest compared OMol25 entry of this formula, charge and spin) in eV: 0.067
SMILES: CCNCc1ccc(OCc2cccs2)c(OCC)c1
Frontier orbital gap in Ha: 0.3230
Strongest force on any atom in eV/A: 0.7
LUMO energy in eV: 0.81


[4]
Computed, not measured: one molecule with the formula C16H21NO6S, with ωB97M-V/def2-TZVPD.

```
45
Properties=species:S:1:pos:R:3:nbo_charge:R:1
C 1.578 4.230 -4.223 -0.2553
O 0.419 3.754 -4.866 -0.5333
C 0.659 2.946 -5.987 -0.0946
C 1.440 1.648 -5.688 -0.0935
O 1.103 1.028 -4.473 -0.5323
C -0.244 0.628 -4.361 -0.0857
C -0.394 -0.171 -3.071 -0.0878
O -0.492 0.747 -2.002 -0.4978
C -0.509 0.288 -0.736 0.4450
C -0.557 1.269 0.267 -0.3211
C -0.580 0.903 1.586 -0.1114
C -0.551 -0.443 1.971 -0.2901
C -0.568 -0.816 3.360 0.1946
N -0.429 -2.020 3.772 -0.5869
C -0.444 -2.203 5.196 -0.0211
C -1.440 -3.308 5.573 -0.5941
C 0.951 -2.705 5.638 0.7907
O 1.363 -2.567 6.753 -0.5754
O 1.632 -3.330 4.683 -0.6654
C -0.778 -0.870 5.900 -0.5333
S -0.793 0.410 4.612 0.2481
C -0.513 -1.429 0.963 0.4751
O -0.505 -2.741 1.243 -0.6865
C -0.494 -1.053 -0.377 -0.4266
H 2.117 3.424 -3.717 0.1778
H 2.248 4.726 -4.936 0.1605
H 1.237 4.953 -3.484 0.1955
H -0.333 2.711 -6.379 0.1867
H 1.217 3.503 -6.758 0.1693
H 2.508 1.858 -5.601 0.1910
H 1.284 0.957 -6.533 0.1684
H -0.908 1.499 -4.318 0.1949
H -0.522 -0.003 -5.220 0.1672
H -1.298 -0.792 -3.120 0.1814
H 0.487 -0.812 -2.947 0.1935
H -0.573 2.304 -0.031 0.2288
H -0.614 1.658 2.357 0.2198
H -1.417 -3.468 6.648 0.2285
H -1.177 -4.236 5.070 0.2212
H -2.444 -3.019 5.270 0.2182
H 1.158 -3.260 3.833 0.5073
H -1.762 -0.891 6.368 0.2261
H -0.026 -0.624 6.649 0.2623
H -0.566 -2.841 2.219 0.5087
H -0.470 -1.845 -1.107 0.2317
```

Properties
HOMO energy in eV: -8.5590
DFT total energy in eV: -41542.82494
Relative energy (zero: lowest compared OMol25 entry of this formula, charge and spin) in eV: 1.547
SMILES: COCCOCCOc1ccc(C2=N[C@@](C)(C(=O)O)CS2)c(O)c1
Frontier orbital gap in Ha: 0.3270
Strongest force on any atom in eV/A: 0.7
LUMO energy in eV: 0.34


[5]
Computed, not measured: C16H22BF4GeNPdSe as an isolated structure, with ωB97M-V/def2-TZVPD.

```
47
Properties=species:S:1:pos:R:3:lowdin_charge:R:1
Pd 0.243 0.390 0.707 0.7191
C -1.546 -2.719 3.665 -0.0307
C -0.567 -1.588 3.543 -0.2728
C 0.593 -1.705 2.781 -0.0572
C 1.505 -0.644 2.694 -0.1553
C 1.238 0.562 3.360 -0.1308
C 0.075 0.687 4.101 -0.0862
C -0.805 -0.381 4.193 -0.0267
H -1.621 -3.040 4.705 0.0866
H -1.250 -3.566 3.053 0.0805
H -2.537 -2.407 3.330 0.0923
H 0.800 -2.636 2.270 0.1182
H 2.476 -0.806 2.236 0.0997
H 1.948 1.378 3.307 0.1087
H -0.145 1.618 4.607 0.1108
H -1.712 -0.272 4.776 0.1243
C 3.331 -0.025 -2.826 -0.2184
Ge 1.700 -0.526 -1.873 0.7754
C 1.605 -2.428 -1.473 -0.1911
C 0.165 0.163 -2.838 -0.2047
C 1.827 0.457 -0.090 -0.2089
H 3.221 -0.423 -3.837 0.0269
H 4.238 -0.439 -2.389 0.0210
H 3.432 1.057 -2.899 0.0223
H 1.248 -2.921 -2.379 0.0366
H 0.885 -2.655 -0.687 0.0042
H 2.583 -2.831 -1.214 0.0248
H -0.058 -0.520 -3.661 0.0404
H 0.400 1.145 -3.248 0.0183
H -0.732 0.227 -2.227 -0.0008
H 2.722 0.793 0.447 0.0117
Se -0.562 2.660 0.733 0.7090
C -1.109 2.919 -1.087 -0.6638
C -2.317 2.411 -1.543 -0.1212
C -2.660 2.613 -2.873 -0.1429
N -1.902 3.274 -3.744 0.0627
C -0.755 3.772 -3.287 -0.1649
C -0.314 3.625 -1.981 -0.1356
H -2.966 1.846 -0.887 0.1055
H -3.593 2.213 -3.255 0.1086
H -0.151 4.317 -4.006 0.1045
H 0.631 4.050 -1.668 0.0957
F -1.790 -1.599 -1.065 0.1216
B -1.947 -1.974 0.267 -1.2457
F -1.597 -0.784 1.069 -0.0407
F -1.001 -2.953 0.601 0.1039
F -3.228 -2.336 0.591 0.1652
```

Properties
HOMO energy (spin up / spin down) in eV: -8.7298 / -8.7295
DFT total energy in eV: -155330.96917
Relative energy (zero: lowest compared OMol25 entry of this formula, charge and spin) in eV: 2.725
Frontier orbital gap (spin up / spin down) in Ha: 0.2407 / 0.2407
Strongest force on any atom in eV/A: 0.4
LUMO energy (spin up / spin down) in eV: -2.18 / -2.18